# 1
Below is a structure of composition C32H45N3O5ReS2Se2, with properties calculated with ωB97M-V/def2-TZVPD.

```
90
Properties=species:S:1:pos:R:3
Re 0.08 1.44 0.66
O 2.82 1.88 4.47
C 1.99 1.89 3.46
O 2.28 2.00 2.29
C 0.56 1.80 3.88
C 0.18 1.81 5.22
C -1.16 1.78 5.55
C -2.09 1.77 4.51
C -1.63 1.76 3.20
N -0.32 1.76 2.87
C -2.52 1.74 2.02
O -3.80 1.81 2.05
O -1.97 1.68 0.91
H 3.75 1.99 4.20
H 0.95 1.83 5.98
H -1.48 1.79 6.58
H -3.14 1.77 4.74
H -4.21 1.90 2.93
C 4.01 1.12 0.14
Se 2.28 1.07 -0.75
C 2.45 2.82 -1.62
C 2.29 3.96 -0.64
Se 0.49 3.92 0.13
C 0.80 4.98 1.73
H 4.74 0.99 -0.66
H 4.08 0.30 0.84
H 4.15 2.07 0.66
H 1.72 2.83 -2.43
H 3.45 2.83 -2.06
H 2.39 4.92 -1.14
H 2.99 3.90 0.19
H 1.06 5.98 1.40
H 1.59 4.54 2.32
H -0.14 5.02 2.28
C 2.56 -5.52 1.58
C 3.20 -4.71 2.70
C 2.68 -3.28 2.84
C 2.97 -2.37 1.64
N 2.03 -2.55 0.51
C 0.92 -1.89 0.33
S 0.39 -0.67 1.53
N 0.09 -2.15 -0.67
C 0.26 -3.22 -1.67
C -0.17 -4.59 -1.15
C -1.68 -4.72 -1.00
C -2.09 -6.11 -0.53
H 2.80 -6.57 1.68
H 2.91 -5.22 0.58
H 1.47 -5.44 1.61
H 4.28 -4.67 2.55
H 3.05 -5.22 3.65
H 3.15 -2.82 3.71
H 1.60 -3.28 3.03
H 3.97 -2.57 1.25
H 2.93 -1.32 1.93
H 2.22 -3.33 -0.10
H -0.80 -1.67 -0.65
H 1.30 -3.20 -2.01
H -0.35 -2.93 -2.52
H 0.31 -4.79 -0.19
H 0.21 -5.34 -1.84
H -2.15 -4.51 -1.97
H -2.05 -3.97 -0.29
H -1.80 -6.87 -1.26
H -3.17 -6.18 -0.40
H -1.62 -6.36 0.42
O -0.50 1.31 -1.22
S -1.73 0.75 -2.07
C -1.16 0.92 -3.72
C -1.27 -0.22 -4.50
C -0.92 -0.15 -5.84
C -0.45 1.05 -6.37
C -0.34 2.18 -5.57
C -0.70 2.13 -4.23
C -3.04 1.91 -1.88
C -4.31 1.33 -1.82
C -5.42 2.16 -1.78
C -5.25 3.54 -1.78
C -3.97 4.10 -1.82
C -2.85 3.29 -1.87
H -1.64 -1.15 -4.08
H -1.02 -1.02 -6.48
H -0.18 1.10 -7.41
H 0.01 3.11 -6.00
H -0.65 3.02 -3.62
H -4.43 0.25 -1.83
H -6.41 1.73 -1.76
H -6.12 4.19 -1.75
H -3.86 5.18 -1.83
H -1.87 3.72 -1.92
```

total charge = +4
HOMO level (spin up / spin down) = -18.819 / -18.829 eV
LUMO (spin up / spin down) = -13.1 / -12.7 eV
energy relative to the best compared isomer or geometry (same formula, charge and spin) = 13.9 kcal per mole
spin multiplicity = 2

Atomic partial charges in e from the Mulliken method, atoms 1 to 6:
1 Re 0.67
2 O -0.43
3 C -0.24
4 O -0.27
5 C 0.71
6 C -0.83


# 2
Below is a structure of composition C32H45N5O3PPtS at a distorted geometry, with properties calculated with ωB97M-V/def2-TZVPD.

```
88
Properties=species:S:1:pos:R:3
Pt 0.85 -0.38 -0.63
C 0.76 -2.07 -3.04
C 0.38 -2.98 -1.90
N 1.01 -2.49 -0.64
C 2.44 -2.95 -0.55
C 3.39 -1.88 -0.93
C 4.76 -2.06 -1.07
C 5.55 -0.94 -1.28
C 4.97 0.33 -1.34
C 3.61 0.44 -1.20
C 2.88 1.74 -1.16
N 1.39 1.55 -1.29
C 0.95 1.68 -2.72
C 1.20 0.38 -3.43
N 0.45 -0.65 -2.66
N 2.86 -0.66 -1.05
H 1.83 -2.11 -3.23
H 0.25 -2.32 -3.97
H -0.69 -2.99 -1.74
H 0.68 -4.01 -2.10
H 0.55 -2.88 0.19
H 2.64 -3.24 0.48
H 2.56 -3.84 -1.17
H 5.19 -3.04 -0.98
H 6.62 -1.05 -1.38
H 5.58 1.21 -1.47
H 3.06 2.24 -0.22
H 3.21 2.40 -1.97
H 0.98 2.29 -0.71
H -0.11 1.92 -2.73
H 1.49 2.52 -3.18
H 0.83 0.39 -4.45
H 2.25 0.10 -3.45
H -0.54 -0.46 -2.82
O 1.40 2.44 1.27
C 1.62 1.39 1.84
N 1.66 0.16 1.20
S 2.06 -1.09 2.23
O 0.97 -2.04 2.07
O 3.38 -1.59 1.98
C 2.01 -0.11 3.67
C 2.21 -0.50 4.98
C 2.21 0.51 5.94
C 2.03 1.85 5.58
C 1.85 2.22 4.25
C 1.83 1.22 3.30
H 2.36 -1.53 5.26
H 2.35 0.26 6.98
H 2.05 2.61 6.35
H 1.72 3.25 3.96
C -3.76 1.11 1.57
C -2.31 0.59 1.65
C -2.19 -0.55 2.67
C -1.52 1.80 2.15
P -1.74 0.02 -0.08
C -2.23 1.42 -1.13
C -1.59 2.65 -0.92
C -2.03 3.80 -1.54
C -3.13 3.76 -2.39
C -3.80 2.57 -2.57
C -3.37 1.41 -1.94
C -2.76 -1.52 -0.58
C -4.26 -1.48 -0.21
C -2.24 -2.75 0.19
C -2.73 -1.73 -2.10
H -4.02 1.40 2.59
H -4.51 0.40 1.24
H -3.83 2.01 0.95
H -2.39 -0.13 3.66
H -1.20 -1.00 2.69
H -2.92 -1.33 2.51
H -1.84 1.99 3.18
H -1.73 2.70 1.59
H -0.45 1.63 2.17
H -0.80 2.74 -0.19
H -1.52 4.74 -1.34
H -3.48 4.67 -2.87
H -4.69 2.53 -3.19
H -3.96 0.52 -2.07
H -4.43 -1.49 0.86
H -4.68 -2.41 -0.60
H -4.82 -0.66 -0.65
H -2.54 -2.73 1.23
H -1.17 -2.85 0.19
H -2.67 -3.65 -0.26
H -3.38 -1.04 -2.64
H -3.10 -2.73 -2.31
H -1.75 -1.64 -2.58
```

total charge = +3
HOMO level = -17.159 eV
LUMO = -10.1 eV
energy relative to the best compared isomer or geometry (same formula, charge and spin) = 0.8 kcal per mole

Atomic partial charges in e from the Mulliken method, atoms 1 to 6:
1 Pt 4.58
2 C -0.92
3 C -0.40
4 N -0.94
5 C -1.65
6 C 0.85


# 3
Below is a structure of composition C32H45N5O4PS2V at a distorted geometry, with properties calculated with ωB97M-V/def2-TZVPD.

```
90
Properties=species:S:1:pos:R:3
V -0.22 -0.37 -0.10
C 0.25 -3.01 -1.71
N -0.15 -2.62 -0.34
C 0.83 -3.22 0.64
C 1.93 -2.31 1.17
C 2.67 -1.45 0.15
N 1.82 -0.32 -0.31
C 2.47 0.70 -0.76
C 1.93 1.96 -1.20
C 2.80 2.93 -1.69
C 2.33 4.17 -2.08
C 0.97 4.44 -1.94
C 0.09 3.50 -1.44
C 0.57 2.25 -1.06
O -0.28 1.32 -0.62
C -1.51 -3.16 -0.05
C -2.62 -2.77 -1.04
C -2.69 -1.27 -1.38
N -2.20 -0.52 -0.22
C -3.01 0.03 0.59
C -2.64 0.42 1.94
C -3.58 1.05 2.77
C -3.32 1.22 4.11
C -2.12 0.73 4.64
C -1.18 0.11 3.85
C -1.41 -0.02 2.47
O -0.48 -0.61 1.71
H 0.14 -4.09 -1.84
H 1.29 -2.74 -1.88
H -0.35 -2.50 -2.46
H 1.26 -4.10 0.16
H 0.25 -3.57 1.49
H 2.66 -2.94 1.67
H 1.52 -1.63 1.91
H 2.99 -2.05 -0.71
H 3.56 -1.06 0.62
H 3.56 0.63 -0.81
H 3.86 2.71 -1.75
H 3.01 4.92 -2.45
H 0.60 5.42 -2.22
H -0.96 3.72 -1.30
H -1.77 -2.82 0.94
H -1.45 -4.26 -0.03
H -3.55 -3.07 -0.56
H -2.53 -3.35 -1.96
H -3.71 -0.99 -1.64
H -2.05 -1.06 -2.24
H -4.06 0.13 0.31
H -4.52 1.38 2.34
H -4.04 1.72 4.74
H -1.92 0.85 5.70
H -0.24 -0.25 4.24
N 0.02 0.57 -7.14
C 0.07 0.38 -5.79
C 1.09 -0.38 -5.20
C 1.08 -0.56 -3.83
N 0.15 -0.06 -3.01
C -0.80 0.70 -3.58
C -0.88 0.94 -4.93
H 0.74 0.21 -7.73
H -0.66 1.19 -7.54
H 1.87 -0.82 -5.80
H 1.87 -1.14 -3.36
H -1.52 1.14 -2.90
H -1.67 1.57 -5.32
C 4.74 2.44 5.79
C 4.54 1.48 4.63
C 3.45 0.47 4.91
O 4.35 2.22 3.41
P 3.01 2.89 2.80
S 3.59 4.04 1.33
S 1.60 1.55 2.39
O 2.56 3.72 4.12
C 1.20 4.13 4.36
C 0.78 5.23 3.40
C 1.15 4.56 5.81
H 5.07 1.89 6.68
H 3.81 2.97 6.02
H 5.50 3.19 5.54
H 5.48 0.96 4.44
H 2.51 0.96 5.15
H 3.76 -0.15 5.76
H 3.27 -0.17 4.04
H 0.56 3.26 4.20
H 1.47 6.08 3.48
H -0.23 5.57 3.65
H 0.80 4.88 2.37
H 1.84 5.39 5.98
H 1.44 3.73 6.46
H 0.14 4.88 6.07
```

total charge = 0
HOMO level (spin up / spin down) = -5.960 / -5.961 eV
LUMO (spin up / spin down) = 0.0 / -0.1 eV
energy relative to the best compared isomer or geometry (same formula, charge and spin) = 21.7 kcal per mole
spin multiplicity = 3

Atomic partial charges in e from the Mulliken method, atoms 1 to 6:
1 V -0.13
2 C -1.57
3 N 1.70
4 C -1.37
5 C -0.12
6 C -1.50